{
  "formula": "C4H15O6",
  "method": "ωB97M-V/def2-TZVPD",
  "species": ["O", "O", "O", "O", "O", "O", "C", "C", "C", "C", "H", "H", "H", "H", "H", "H", "H", "H", "H", "H", "H", "H", "H", "H", "H"],
  "positions_angstrom": [[2.5494, 2.0329, 1.8670], [1.3423, 0.4371, -3.5643], [-3.7330, 0.0067, 1.8716], [-2.4561, 0.7247, -0.2769], [-0.4004, 1.1541, -1.0241], [0.4291, 3.4728, -0.0361], [0.7884, -1.2091, 0.0472], [1.0809, -2.7615, 0.3301], [-1.2345, 0.3998, -0.3696], [-0.6641, -0.9178, 0.1649], [1.0127, -3.2706, -0.5898], [-3.6322, -0.8553, 2.1132], [0.5982, 0.2272, -4.1999], [1.3749, -0.6462, 0.6975], [0.1341, 2.7794, -0.6808], [1.0530, 0.6324, -2.7276], [-0.2557, 3.5756, 0.5268], [0.5213, -3.3995, 1.0182], [-1.2118, -0.8868, 1.1481], [1.8352, 2.0937, 1.1403], [-1.1828, -1.7038, -0.4061], [2.2154, 1.5279, 2.6237], [-3.4285, 0.3162, 0.9496], [1.1127, -0.9817, -1.0837], [2.1515, -2.7482, 0.4609]],
  "homo_ev": [-11.0, -11.0],
  "spin_multiplicity": 2,
  "e_tot_ha": -612.70925,
  "orbital_gap_ev": [11.17, 6.21],
  "e_above_lowest_kj_mol": 138.2,
  "e_lumo_ev": [0.1, -4.8],
  "s2": 0.755
}